The following is a DFT calculation (ωB97M-V/def2-TZVPD) of a structure of composition C30H76AsF6N10O9P in a non-equilibrium geometry.

The multiplicity is 2. The net charge is +1. The expectation value of S² is 0.760. The calculation puts the lowest unoccupied orbital energy (alpha / beta) at -2.88 / -7.71 eV. The max |F| is 4.6 eV/Å.

Geometry (Å):
C: -2.10 1.21 2.64
O: -1.28 0.89 1.49
C: 0.16 0.51 1.77
C: 0.96 0.14 0.50
N: 0.00 -0.26 -0.66
H: 0.03 -1.27 -0.64
H: -0.85 -0.05 -0.16
C: 0.00 0.41 -2.06
C: 1.08 -0.12 -3.03
O: 1.07 -1.51 -2.83
C: 2.16 -2.25 -3.53
H: -3.13 1.28 2.31
H: -1.86 2.11 3.20
H: -1.94 0.41 3.36
H: 0.08 -0.36 2.43
H: 0.69 1.28 2.33
H: 1.66 -0.67 0.70
H: 1.63 0.92 0.14
H: 0.08 1.49 -2.01
H: -1.02 0.08 -2.27
H: 2.02 0.32 -2.71
H: 0.99 0.05 -4.11
H: 1.98 -2.36 -4.60
H: 2.44 -3.26 -3.22
H: 3.08 -1.69 -3.35
As: 4.55 -2.16 0.69
F: 3.37 -2.80 -0.63
F: 5.83 -1.79 -0.51
F: 5.70 -1.70 1.94
F: 3.22 -2.59 1.87
F: 5.04 -3.90 0.88
F: 4.05 -0.45 0.50
C: -2.14 3.93 -1.60
O: -1.99 3.64 -2.76
N: -3.33 3.67 -0.91
C: -3.42 3.93 0.52
C: -4.40 2.83 -1.53
H: -1.37 4.49 -1.04
H: -3.57 2.97 1.02
H: -4.32 4.49 0.75
H: -2.50 4.35 0.93
H: -4.49 1.86 -1.05
H: -5.30 3.44 -1.57
H: -4.14 2.64 -2.57
C: 0.95 4.45 1.53
O: 1.36 3.31 1.16
N: 1.05 5.57 0.86
C: 0.78 6.86 1.58
C: 1.45 5.60 -0.50
H: 0.69 4.54 2.60
H: -0.09 7.35 1.16
H: 1.72 7.42 1.49
H: 0.54 6.72 2.63
H: 2.35 6.19 -0.68
H: 1.68 4.57 -0.78
H: 0.65 5.82 -1.21
C: -3.06 -3.52 -3.71
O: -3.68 -4.63 -3.62
N: -2.27 -3.14 -4.70
C: -2.14 -4.00 -6.00
C: -1.71 -1.83 -4.82
H: -3.09 -2.89 -2.80
H: -1.21 -4.56 -6.04
H: -2.48 -3.43 -6.87
H: -2.76 -4.89 -6.05
H: -2.16 -1.35 -5.68
H: -1.89 -1.29 -3.89
H: -0.62 -1.81 -4.74
C: -0.48 -3.93 -1.05
O: -0.71 -2.85 -0.51
N: -1.20 -5.04 -0.79
C: -2.31 -5.03 0.10
C: -1.19 -6.05 -1.89
H: 0.34 -4.04 -1.77
H: -3.29 -5.02 -0.38
H: -2.27 -4.16 0.76
H: -2.23 -5.91 0.74
H: -2.13 -6.13 -2.43
H: -0.34 -6.13 -2.57
H: -1.29 -7.04 -1.43
C: 5.17 -3.18 -9.19
O: 5.10 -4.39 -9.22
N: 4.77 -2.35 -8.16
C: 4.80 -0.85 -8.38
C: 4.10 -2.78 -6.90
H: 5.63 -2.60 -10.00
H: 5.38 -0.35 -7.60
H: 3.77 -0.50 -8.35
H: 5.25 -0.55 -9.33
H: 3.73 -3.79 -7.08
H: 4.57 -2.77 -5.92
H: 3.15 -2.25 -6.81
C: 4.92 -5.13 -2.82
O: 4.11 -5.30 -3.73
N: 6.19 -4.59 -3.12
C: 6.95 -3.78 -2.12
C: 6.50 -4.43 -4.48
H: 4.56 -5.13 -1.78
H: 7.97 -4.16 -2.21
H: 6.48 -3.82 -1.14
H: 6.90 -2.74 -2.43
H: 7.58 -4.44 -4.62
H: 6.10 -5.24 -5.10
H: 6.06 -3.55 -4.95
O: -3.10 0.91 6.32
P: -3.29 2.22 7.03
N: -3.88 3.40 6.00
C: -3.78 4.75 6.30
C: -4.68 3.09 4.82
N: -1.91 2.92 7.73
C: -0.78 3.28 6.78
C: -1.31 2.64 9.08
N: -4.32 2.11 8.38
C: -4.56 3.32 9.29
C: -5.15 0.91 8.49
H: -3.08 5.30 5.68
H: -3.12 5.02 7.12
H: -4.73 5.25 6.50
H: -3.99 2.60 4.13
H: -5.26 3.93 4.44
H: -5.45 2.39 5.16
H: -0.45 2.42 6.21
H: -1.06 4.09 6.10
H: 0.03 3.87 7.22
H: -2.02 2.07 9.69
H: -0.44 1.99 8.96
H: -1.11 3.58 9.59
H: -3.73 3.98 9.58
H: -5.25 3.94 8.73
H: -5.15 3.01 10.15
H: -5.22 0.41 7.53
H: -6.07 1.18 9.01
H: -4.58 0.23 9.12

Mulliken population analysis, charges in e, atoms 1 to 99: -1.0813, -0.4316, -0.7006, 0.0235, 0.4474, 0.0394, 0.4923, -0.4383, -0.8783, 0.2054, -0.9918, 0.3362, 0.2362, 0.4849, 0.6438, 0.3957, -0.3346, 0.4829, 0.2622, 0.3122, 0.4696, 0.4356, 0.1993, 0.2471, 0.3267, 1.9347, -0.4170, -0.4798, -0.4778, -0.5170, -0.4997, -0.4731, 0.6382, -0.5914, 0.0902, -0.4860, -1.0495, -0.1071, -0.0226, 0.3811, 0.1845, 0.3246, 0.3385, 0.3450, 0.1419, -0.6411, 0.2372, -0.8793, -0.9511, 0.2654, 0.3068, 0.3453, 0.2780, 0.3185, 0.2540, 0.3523, 0.0803, -0.6717, 0.2332, -0.9873, -0.5211, 0.3398, 0.3347, 0.3370, 0.3403, 0.4063, -0.0261, 0.0806, 0.2604, -0.9092, 0.1840, -0.9843, -1.0148, 0.1424, 0.2979, 0.3058, 0.3425, 0.3358, 0.3545, 0.3591, 0.1392, -0.5440, 0.1618, -0.9353, -0.8657, 0.2790, 0.2933, 0.2905, 0.3476, 0.3949, 0.0152, 0.3646, -0.0046, -0.6007, 0.1216, -0.7938, -0.9437, 0.4370, 0.2924